# 1
{
  "formula": "C42H66ClF9N3O32S7",
  "method": "ωB97M-V with the def2-TZVPD basis set",
  "elements": ["C", "C", "C", "N", "N", "C", "C", "C", "O", "C", "C", "C", "C", "O", "C", "Cl", "C", "C", "C", "C", "C", "N", "C", "O", "C", "O", "C", "C", "C", "C", "C", "C", "C", "F", "F", "C", "F", "F", "C", "F", "F", "C", "F", "F", "F", "H", "H", "H", "H", "H", "H", "H", "H", "H", "H", "H", "H", "H", "H", "H", "H", "H", "H", "H", "H", "H", "H", "H", "H", "H", "H", "H", "H", "H", "H", "H", "H", "H", "H", "H", "H", "H", "H", "C", "C", "O", "S", "O", "O", "O", "H", "H", "H", "H", "C", "C", "O", "S", "O", "O", "O", "H", "H", "H", "H", "C", "C", "O", "S", "O", "O", "O", "H", "H", "H", "H", "C", "C", "O", "S", "O", "O", "O", "H", "H", "H", "H", "C", "C", "O", "S", "O", "O", "O", "H", "H", "H", "H", "C", "C", "O", "S", "O", "O", "O", "H", "H", "H", "H", "C", "C", "O", "S", "O", "O", "O", "H", "H", "H", "H"],
  "positions_angstrom": [[4.899, -2.941, 2.829], [3.563, -3.758, 2.773], [2.286, -2.868, 2.891], [1.539, -2.426, 1.746], [1.540, -1.186, 1.031], [2.744, -0.505, 1.547], [2.981, 0.997, 1.024], [3.962, 1.805, 1.926], [4.284, 1.266, 0.545], [1.767, -1.678, -0.435], [2.588, -0.781, -1.413], [1.997, 0.472, -2.112], [2.995, 0.826, -3.285], [2.276, 1.733, -4.152], [2.634, -3.040, -0.557], [2.256, -4.003, -2.107], [4.195, -2.929, -0.551], [4.959, -3.199, -1.905], [0.449, -2.026, -1.206], [-0.743, -1.001, -1.118], [-0.578, -0.018, 0.057], [-0.263, 1.381, -0.301], [0.222, -0.499, 1.367], [0.280, 0.752, 1.999], [0.668, 1.323, 3.192], [0.915, 2.505, 3.088], [0.882, 0.873, 4.641], [0.033, 1.488, 5.590], [0.111, 1.224, 6.950], [1.067, 0.314, 7.448], [1.942, -0.266, 6.520], [1.851, 0.004, 5.150], [-0.872, -1.272, 2.167], [-1.398, -2.299, 1.425], [-0.416, -1.947, 3.294], [-2.075, -0.542, 2.889], [-3.013, -1.554, 3.025], [-1.863, -0.276, 4.218], [-2.929, 0.654, 2.406], [-2.296, 1.753, 1.938], [-3.781, 0.207, 1.433], [-3.909, 1.254, 3.510], [-3.314, 2.122, 4.325], [-4.647, 0.349, 4.154], [-4.792, 2.001, 2.780], [4.717, -1.869, 3.040], [5.529, -3.036, 1.932], [5.521, -3.285, 3.674], [3.589, -4.342, 3.717], [3.534, -4.531, 1.987], [1.576, -3.541, 3.428], [2.517, -2.164, 3.713], [0.863, -3.112, 1.454], [3.717, -0.966, 1.353], [2.713, -0.238, 2.615], [2.122, 1.559, 0.595], [4.647, 1.259, 2.587], [3.969, 2.884, 1.757], [3.585, -0.458, -1.051], [2.856, -1.397, -2.294], [1.972, 1.396, -1.520], [1.037, 0.337, -2.636], [3.914, 1.304, -2.914], [3.208, -0.065, -3.911], [1.833, 1.151, -4.787], [2.347, -3.869, 0.093], [4.650, -2.004, -0.169], [4.583, -3.749, 0.085], [4.602, -2.592, -2.748], [5.993, -2.841, -1.703], [5.072, -4.270, -2.121], [0.038, -3.015, -0.936], [0.676, -1.970, -2.281], [-1.672, -1.594, -1.041], [-0.895, -0.408, -2.039], [-1.640, 0.107, 0.365], [-0.961, 2.018, 0.067], [-0.358, 1.474, -1.312], [-0.714, 2.212, 5.248], [-0.568, 1.718, 7.654], [1.115, 0.083, 8.516], [2.702, -0.942, 6.931], [2.584, -0.452, 4.480], [-5.237, -3.053, -2.236], [-3.880, -3.730, -2.226], [-3.570, -3.966, -3.595], [-4.207, -2.783, -4.493], [-3.195, -1.821, -4.739], [-4.981, -3.372, -5.518], [-5.203, -2.184, -3.368], [-6.039, -3.780, -2.381], [-5.425, -2.484, -1.328], [-3.888, -4.664, -1.668], [-3.111, -3.068, -1.818], [-7.997, 3.516, 2.003], [-7.711, 4.941, 2.429], [-7.805, 5.704, 1.224], [-8.907, 5.038, 0.255], [-10.132, 5.729, 0.419], [-8.316, 4.828, -1.015], [-9.022, 3.620, 1.015], [-7.120, 3.058, 1.536], [-8.331, 2.896, 2.832], [-6.727, 5.053, 2.878], [-8.470, 5.307, 3.124], [8.205, -1.984, 5.817], [8.379, -0.535, 6.222], [8.202, 0.211, 5.010], [7.148, -0.548, 4.073], [5.863, 0.049, 4.257], [7.732, -0.709, 2.798], [7.155, -1.971, 4.844], [9.107, -2.374, 5.339], [7.938, -2.621, 6.657], [9.358, -0.337, 6.651], [7.604, -0.225, 6.927], [-7.343, -0.847, 5.019], [-8.197, -0.439, 3.837], [-9.524, -0.820, 4.199], [-9.704, -0.679, 5.796], [-10.319, 0.568, 6.072], [-10.204, -1.904, 6.298], [-8.140, -0.561, 6.170], [-7.136, -1.920, 5.005], [-6.407, -0.299, 5.061], [-7.895, -0.930, 2.915], [-8.182, 0.645, 3.693], [-2.751, -1.615, -10.135], [-2.896, -0.145, -9.802], [-3.004, -0.105, -8.372], [-2.137, -1.301, -7.740], [-0.873, -0.784, -7.343], [-2.963, -2.031, -6.851], [-1.927, -2.151, -9.095], [-3.716, -2.127, -10.104], [-2.290, -1.773, -11.107], [-3.770, 0.303, -10.266], [-2.007, 0.416, -10.090], [11.124, 3.169, 1.867], [10.141, 4.255, 2.254], [8.892, 3.574, 2.411], [9.165, 2.079, 2.956], [8.984, 2.062, 4.363], [8.495, 1.157, 2.110], [10.743, 2.029, 2.646], [11.031, 2.907, 0.811], [12.153, 3.447, 2.081], [10.061, 5.033, 1.500], [10.405, 4.705, 3.214], [-5.037, 3.427, -13.268], [-5.915, 2.867, -12.168], [-4.996, 2.382, -11.182], [-3.679, 3.310, -11.184], [-3.803, 4.265, -10.147], [-2.541, 2.469, -11.320], [-3.942, 4.049, -12.586], [-4.636, 2.631, -13.901], [-5.560, 4.152, -13.887], [-6.561, 2.065, -12.518], [-6.524, 3.648, -11.709]],
  "e_tot_ev": -227417.3468,
  "total_charge": 1
}

# 2
{
  "formula": "H10O5",
  "method": "ωB97M-V with the def2-TZVPD basis set",
  "elements": ["O", "H", "H", "O", "H", "H", "O", "H", "H", "O", "H", "H", "O", "H", "H"],
  "positions_angstrom": [[2.828, 0.632, -0.708], [2.959, 1.006, 0.164], [2.682, 1.390, -1.274], [-1.197, 1.923, 0.881], [-1.714, 2.374, 1.548], [-1.268, 2.479, 0.105], [-3.461, -1.663, 1.611], [-2.542, -1.820, 1.828], [-3.496, -1.724, 0.657], [1.743, -1.512, -2.414], [2.027, -0.950, -1.694], [1.729, -0.934, -3.178], [-0.183, -0.773, 0.904], [-0.791, -0.061, 0.704], [0.683, -0.367, 0.865]],
  "e_tot_ev": -10399.2513,
  "s_squared": 0.750,
  "relative_energy_ev": 0.455,
  "total_charge": -1,
  "spin_multiplicity": 2
}

# 3
{
  "formula": "C29H28F6N8O3PRbSSbSe2",
  "method": "ωB97M-V with the def2-TZVPD basis set",
  "elements": ["Rb", "O", "C", "N", "C", "C", "C", "C", "C", "C", "N", "C", "C", "C", "C", "C", "N", "H", "H", "H", "H", "H", "H", "H", "H", "H", "H", "Se", "P", "Se", "C", "C", "C", "C", "C", "C", "C", "C", "C", "C", "C", "C", "H", "H", "H", "H", "H", "H", "H", "H", "H", "H", "F", "Sb", "F", "F", "F", "F", "F", "S", "C", "N", "C", "C", "C", "N", "H", "H", "H", "H", "O", "N", "N", "C", "N", "O", "H", "H", "H", "H"],
  "positions_angstrom": [[-0.692, 1.828, -0.777], [3.370, 3.541, -1.970], [2.851, 2.449, -1.950], [2.649, 1.743, -0.748], [3.280, 2.368, 0.423], [2.479, 2.211, 1.686], [2.753, 3.003, 2.793], [2.037, 2.781, 3.956], [1.062, 1.799, 3.968], [0.846, 1.076, 2.810], [1.551, 1.264, 1.692], [2.319, 1.822, -3.203], [2.305, 2.506, -4.406], [1.712, 1.875, -5.488], [1.173, 0.605, -5.332], [1.256, -0.006, -4.090], [1.822, 0.607, -3.060], [3.414, 3.422, 0.188], [4.287, 1.958, 0.574], [3.507, 3.778, 2.736], [2.221, 3.385, 4.835], [0.445, 1.620, 4.837], [0.072, 0.319, 2.765], [2.712, 3.504, -4.466], [1.643, 2.377, -6.443], [0.676, 0.108, -6.153], [0.849, -0.992, -3.898], [2.693, -0.169, -0.675], [0.030, -2.254, 1.237], [-1.697, -2.034, 2.408], [-0.032, -3.639, 0.072], [1.138, -4.166, -0.472], [1.069, -5.211, -1.379], [-0.164, -5.734, -1.745], [-1.330, -5.219, -1.198], [-1.264, -4.175, -0.288], [1.496, -2.608, 2.237], [1.484, -3.834, 2.905], [2.544, -4.194, 3.717], [3.626, -3.335, 3.871], [3.637, -2.115, 3.216], [2.574, -1.749, 2.400], [2.098, -3.762, -0.182], [1.979, -5.618, -1.798], [-0.213, -6.553, -2.451], [-2.290, -5.639, -1.470], [-2.164, -3.788, 0.171], [0.637, -4.501, 2.793], [2.527, -5.144, 4.234], [4.454, -3.618, 4.508], [4.470, -1.435, 3.341], [2.570, -0.785, 1.917], [-1.718, 1.106, -3.134], [-2.020, 2.910, -3.722], [-0.251, 3.281, -3.099], [-1.394, 2.429, -5.433], [-2.275, 4.675, -4.296], [-3.800, 2.408, -4.127], [-2.606, 3.387, -1.959], [-0.944, 3.879, 1.884], [-2.263, 2.933, 2.283], [-3.424, 3.092, 1.552], [-4.532, 2.361, 1.750], [-4.560, 1.460, 2.764], [-3.377, 1.342, 3.515], [-2.289, 2.041, 3.304], [-3.361, 3.726, 0.765], [-5.350, 2.540, 1.066], [-5.426, 0.850, 2.963], [-3.330, 0.626, 4.329], [0.229, -0.894, 0.361], [1.216, -1.085, -0.676], [-3.519, -1.316, -0.555], [-3.668, 0.008, -0.798], [-4.517, 0.342, -1.824], [-3.107, 0.864, -0.120], [-4.113, -1.995, -0.995], [-3.028, -1.573, 0.293], [-4.657, -0.344, -2.549], [-4.388, 1.275, -2.189]],
  "e_tot_ev": -222910.6620,
  "s_squared": 0.758,
  "relative_energy_ev": 0.000,
  "spin_multiplicity": 2
}

# 4
{
  "formula": "C62H81N8O15",
  "method": "ωB97M-V with the def2-TZVPD basis set",
  "elements": ["C", "C", "C", "N", "C", "C", "C", "C", "C", "C", "H", "H", "H", "H", "H", "H", "H", "H", "H", "H", "H", "H", "H", "H", "H", "H", "H", "H", "H", "H", "C", "O", "N", "N", "H", "H", "H", "H", "C", "C", "C", "C", "C", "C", "O", "O", "H", "H", "H", "H", "H", "H", "C", "C", "C", "C", "C", "C", "O", "O", "H", "H", "H", "H", "H", "H", "C", "C", "C", "C", "C", "C", "O", "O", "H", "H", "H", "H", "H", "H", "C", "C", "C", "C", "C", "C", "O", "O", "H", "H", "H", "H", "H", "H", "C", "C", "C", "C", "C", "C", "O", "O", "H", "H", "H", "H", "H", "H", "C", "C", "C", "C", "C", "C", "O", "O", "H", "H", "H", "H", "H", "H", "C", "C", "C", "C", "C", "C", "O", "O", "H", "H", "H", "H", "H", "H", "C", "C", "N", "H", "H", "H", "C", "C", "N", "H", "H", "H", "C", "C", "N", "H", "H", "H", "C", "C", "N", "H", "H", "H", "C", "C", "N", "H", "H", "H"],
  "positions_angstrom": [[-1.748, 1.969, 3.759], [-1.267, 1.045, 2.578], [-0.958, 1.997, 1.320], [-0.487, 1.236, 0.039], [0.888, 0.596, 0.271], [1.369, -0.376, -0.958], [0.391, -1.416, -1.429], [-0.973, -0.755, -1.624], [-1.517, 0.177, -0.439], [-0.231, 2.278, -1.103], [-2.754, 2.325, 3.538], [-1.072, 2.822, 3.708], [-1.693, 1.379, 4.674], [-2.120, 0.416, 2.323], [-0.443, 0.406, 2.894], [-0.278, 2.829, 1.503], [-1.840, 2.479, 0.896], [0.760, -0.117, 1.086], [1.566, 1.392, 0.578], [2.325, -0.871, -0.788], [1.635, 0.302, -1.770], [0.268, -2.153, -0.635], [0.861, -1.999, -2.220], [-1.557, -1.660, -1.791], [-1.035, -0.392, -2.650], [-1.725, -0.445, 0.431], [-2.398, 0.693, -0.821], [-0.121, 1.767, -2.060], [0.599, 2.905, -0.779], [-1.101, 2.933, -1.151], [-3.149, -8.727, -5.131], [-2.750, -8.092, -6.089], [-4.199, -9.490, -5.075], [-2.738, -8.691, -3.842], [-4.783, -9.694, -5.873], [-4.290, -9.979, -4.195], [-3.061, -9.469, -3.285], [-1.836, -8.243, -3.762], [3.704, -8.659, -7.195], [4.867, -8.829, -6.400], [5.576, -10.048, -6.546], [5.233, -11.008, -7.495], [4.031, -10.819, -8.244], [3.294, -9.656, -8.112], [2.133, -9.478, -8.880], [6.699, -10.251, -5.797], [3.132, -7.747, -7.106], [5.072, -8.134, -5.599], [5.800, -11.901, -7.712], [3.697, -11.527, -8.989], [1.384, -9.058, -8.449], [7.017, -11.155, -5.739], [3.957, 0.706, 7.011], [3.754, 0.754, 8.387], [4.323, -0.176, 9.202], [4.907, -1.315, 8.744], [5.233, -1.398, 7.416], [4.770, -0.369, 6.505], [4.940, -0.637, 5.135], [4.187, -0.041, 10.547], [3.613, 1.541, 6.420], [3.212, 1.587, 8.810], [5.274, -2.005, 9.489], [5.754, -2.305, 7.144], [5.856, -0.822, 4.916], [3.303, 0.244, 10.789], [-3.801, -3.499, 5.999], [-4.373, -2.840, 7.144], [-3.647, -2.595, 8.252], [-2.290, -2.843, 8.332], [-1.753, -3.478, 7.216], [-2.454, -3.747, 6.019], [-1.830, -4.341, 4.989], [-4.278, -2.219, 9.414], [-4.393, -3.758, 5.133], [-5.414, -2.564, 7.071], [-1.812, -2.626, 9.276], [-0.733, -3.833, 7.210], [-1.111, -4.945, 5.188], [-3.785, -2.712, 10.074], [-1.687, 8.278, 3.714], [-0.281, 8.474, 3.656], [0.292, 8.803, 2.409], [-0.424, 9.102, 1.301], [-1.831, 8.947, 1.329], [-2.461, 8.534, 2.543], [-3.852, 8.509, 2.628], [1.595, 9.029, 2.358], [-2.222, 8.138, 4.641], [0.350, 8.487, 4.532], [0.021, 9.239, 0.326], [-2.410, 9.207, 0.455], [-4.111, 8.137, 3.474], [2.177, 8.710, 3.051], [2.947, -0.974, -8.909], [2.394, 0.237, -8.613], [3.186, 1.348, -8.455], [4.583, 1.230, -8.743], [5.112, 0.018, -9.184], [4.279, -1.113, -9.265], [4.766, -2.326, -9.616], [2.648, 2.480, -7.964], [2.244, -1.787, -9.010], [1.326, 0.321, -8.478], [5.166, 2.136, -8.669], [6.142, -0.073, -9.496], [4.503, -3.105, -9.121], [3.174, 3.246, -8.206], [1.578, 8.493, 10.947], [0.351, 9.075, 10.624], [-0.127, 10.157, 11.371], [0.493, 10.588, 12.555], [1.655, 9.850, 12.917], [2.166, 8.794, 12.146], [3.301, 8.212, 12.494], [-1.372, 10.598, 11.004], [1.908, 7.636, 10.378], [-0.134, 8.613, 9.777], [0.004, 11.367, 13.121], [2.106, 10.009, 13.885], [3.295, 7.850, 13.383], [-1.818, 10.996, 11.755], [-4.108, 0.538, -9.702], [-4.710, 0.673, -8.477], [-4.923, -0.389, -7.644], [-4.553, -1.692, -8.104], [-4.198, -1.850, -9.430], [-4.001, -0.705, -10.214], [-3.771, -0.945, -11.543], [-5.201, -0.158, -6.369], [-3.929, 1.429, -10.285], [-5.044, 1.635, -8.120], [-4.644, -2.464, -7.355], [-4.004, -2.866, -9.740], [-4.005, -0.119, -11.973], [-5.490, -0.989, -5.985], [-1.645, 7.933, -8.269], [-2.342, 7.974, -6.918], [-2.855, 7.862, -5.898], [-0.596, 7.699, -8.086], [-1.668, 8.944, -8.675], [-2.133, 7.294, -9.004], [4.439, -6.444, 1.208], [3.729, -7.541, 0.448], [3.217, -8.401, -0.093], [4.854, -5.766, 0.462], [5.168, -6.836, 1.917], [3.723, -5.864, 1.790], [-9.176, 2.303, 5.602], [-8.571, 2.524, 4.287], [-8.097, 2.670, 3.224], [-8.451, 2.582, 6.366], [-9.433, 1.244, 5.619], [-10.060, 2.934, 5.511], [-6.868, -6.936, -0.345], [-6.783, -5.649, -1.157], [-6.739, -4.684, -1.743], [-5.839, -7.207, -0.109], [-7.230, -7.794, -0.911], [-7.451, -6.662, 0.534], [8.839, 1.374, -3.864], [7.779, 1.977, -3.163], [6.887, 2.477, -2.572], [9.024, 0.550, -3.175], [9.697, 2.040, -3.954], [8.544, 0.968, -4.831]],
  "e_tot_ev": -108226.7995,
  "total_charge": 1
}

# 5
{
  "formula": "C2H6INO3",
  "method": "ωB97M-V with the def2-TZVPD basis set",
  "elements": ["C", "C", "N", "O", "O", "O", "I", "H", "H", "H", "H", "H", "H"],
  "positions_angstrom": [[-0.296, -1.918, -1.086], [-0.086, 2.171, 0.074], [0.241, -0.092, 0.342], [0.748, -1.243, -0.318], [0.684, 0.971, -0.317], [1.059, -0.094, 1.664], [-0.097, -1.095, 3.072], [0.016, -2.926, -1.038], [-0.205, -1.507, -2.139], [-1.159, -1.460, -0.691], [0.243, 2.368, 1.066], [-1.143, 1.990, 0.097], [-0.005, 2.836, -0.724]],
  "e_tot_ev": -17897.8884,
  "smiles": "CON(OC)OI",
  "relative_energy_ev": 0.119
}

# 6
{
  "formula": "C6H9N",
  "method": "ωB97M-V with the def2-TZVPD basis set",
  "elements": ["C", "C", "C", "C", "C", "N", "C", "H", "H", "H", "H", "H", "H", "H", "H", "H"],
  "positions_angstrom": [[1.626, -0.750, 0.845], [0.436, -0.126, 0.149], [0.530, 0.848, -1.003], [-0.345, 1.204, 0.139], [-1.672, 0.391, 0.110], [-1.800, -0.644, -0.908], [-0.926, -0.877, 0.209], [1.405, -0.994, 1.891], [2.524, -0.126, 0.823], [1.885, -1.702, 0.354], [1.484, 1.371, -0.999], [0.106, 0.742, -2.000], [-0.280, 2.158, 0.658], [-2.575, 0.702, 0.623], [-1.303, -0.484, -1.778], [-1.093, -1.711, 0.886]],
  "e_tot_ev": -7854.5404,
  "smiles": "C[C@]12C[C@H]1[C@H]1N[C@H]12",
  "relative_energy_ev": 3.619
}

# 7
{
  "formula": "C6H12O",
  "method": "ωB97M-V with the def2-TZVPD basis set",
  "elements": ["C", "C", "C", "C", "O", "C", "C", "H", "H", "H", "H", "H", "H", "H", "H", "H", "H", "H", "H"],
  "positions_angstrom": [[-0.955, -1.851, -0.365], [-0.197, -0.525, -0.346], [-0.759, 0.390, 0.761], [-0.367, 1.862, 0.697], [1.062, 2.043, 0.537], [1.627, 1.902, -0.624], [1.298, -0.905, -0.220], [-2.019, -1.735, -0.592], [-0.509, -2.512, -1.114], [-0.859, -2.344, 0.610], [-0.382, -0.030, -1.310], [-0.500, -0.021, 1.745], [-1.858, 0.374, 0.700], [-0.615, 2.380, 1.627], [-0.852, 2.380, -0.139], [0.798, 1.684, -1.359], [1.389, -1.694, 0.534], [1.653, -1.313, -1.172], [2.005, -0.124, 0.061]],
  "e_tot_ev": -8460.7710,
  "relative_energy_ev": 3.583
}